No. 1
Computed, not measured: 6 unconnected molecules or ions with the total composition C29H58ClN12O9PS, with ωB97M-V/def2-TZVPD.

Atoms and positions in Å:
C 1.60763 4.22759 3.42787
C 0.12813 4.51884 3.74085
C -0.77730 3.98034 2.63116
C -0.71238 4.80693 1.34778
C -1.61943 4.20013 0.24251
C -0.92504 4.07794 -1.11758
C -1.58946 3.11225 -2.11572
C -3.12049 3.25068 -2.18522
C -3.94096 1.94995 -2.12716
C -3.70201 1.05860 -0.89782
C -4.83302 0.01599 -0.75607
C -4.42353 -1.47689 -0.71801
C -4.70170 -2.18047 0.61743
C -4.16360 -1.45124 1.84884
C -2.63100 -1.59902 2.13567
C -1.98495 -2.90787 1.67473
N -1.54763 -2.92481 0.25725
C -0.25558 -2.31731 0.11667
O -0.03618 -1.15895 -0.02018
C 0.73383 -3.47641 0.06735
C 2.09496 -3.54789 0.26320
Cl 2.99882 -2.15181 0.70803
C 2.71188 -4.78067 0.11990
C 1.98488 -5.91869 -0.22403
P 2.95426 -7.46395 -0.36142
O 2.21414 -8.53308 -1.29784
O 4.23401 -7.03291 -1.25258
S 3.41062 -8.16962 1.35465
C 0.60088 -5.85299 -0.40457
N -0.17391 -7.00898 -0.72997
C 0.00302 -4.60955 -0.24502
C -1.44360 -4.21339 -0.34024
O -2.34271 -4.81446 -0.84360
H 2.10479 5.12711 3.07148
H 1.67927 3.44943 2.67230
H 2.13454 3.88885 4.32005
H -0.16856 4.08068 4.69608
H 0.00415 5.59044 3.86465
H -1.81723 3.88470 2.95366
H -0.45220 2.97256 2.35440
H 0.31078 4.78494 0.96614
H -0.97663 5.84615 1.53992
H -2.00364 3.23235 0.56421
H -2.46935 4.87933 0.15145
H -0.79042 5.06133 -1.57021
H 0.08756 3.71047 -0.92808
H -1.18274 3.34889 -3.09265
H -1.27063 2.08929 -1.91145
H -3.49987 3.91634 -1.41097
H -3.38142 3.71216 -3.14064
H -4.99138 2.24187 -2.17506
H -3.69126 1.33477 -2.99531
H -3.59378 1.65439 0.01044
H -2.73699 0.57611 -1.05672
H -5.45594 0.12716 -1.64411
H -5.46668 0.27579 0.09125
H -5.03807 -1.97591 -1.47026
H -3.39611 -1.60592 -1.04095
H -5.79124 -2.22843 0.70115
H -4.37994 -3.21849 0.59001
H -4.68399 -1.81795 2.73560
H -4.39875 -0.39150 1.78355
H -2.08707 -0.72055 1.79200
H -2.50755 -1.59796 3.22074
H -1.11018 -3.10407 2.30719
H -2.69170 -3.71717 1.83296
H 3.77814 -4.84330 0.30311
H 2.31463 -8.25010 -2.22011
H 4.28767 -6.07665 -1.36715
H -0.55146 -6.89522 -1.66646
H -0.98198 -7.05698 -0.11899
N -0.44600 -11.15863 -2.31956
C -1.80145 -10.96653 -2.35641
N -2.22053 -9.75426 -1.87492
O -2.57345 -11.80580 -2.77780
H 0.20048 -10.48296 -1.95649
H -0.09965 -12.03626 -2.65761
H -3.20678 -9.57550 -1.86553
H -1.59055 -9.06017 -1.52063
N 2.55305 4.35669 -5.38821
C 1.22603 4.58489 -5.19457
N 0.60121 5.25620 -6.21455
O 0.62714 4.23054 -4.19090
H 3.06314 4.65599 -6.20240
H 3.04424 3.87207 -4.66149
H -0.37751 5.44380 -6.10855
H 1.07161 5.55484 -7.04755
N 3.00486 -3.02448 4.31539
C 3.32157 -4.32132 4.63251
N 3.41202 -5.16979 3.56400
O 3.50626 -4.68518 5.77847
H 2.85326 -2.70242 3.37779
H 2.92806 -2.37415 5.07404
H 3.64015 -6.12950 3.74614
H 3.25673 -4.88314 2.61744
N 2.86643 7.84647 5.93798
C 1.58697 7.36760 6.01611
N 1.12223 7.14535 7.28337
O 0.90994 7.15139 5.02765
H 3.44095 8.02891 6.73782
H 3.23479 8.01775 5.02174
H 0.18781 6.79342 7.37207
H 1.66146 7.31421 8.11031
N 6.54138 6.85667 -5.27882
C 5.21638 6.73897 -5.58681
N 4.37771 7.57949 -4.91604
O 4.80968 5.93029 -6.40686
H 6.89863 7.51050 -4.60938
H 7.17918 6.24969 -5.75806
H 3.39696 7.50419 -5.11300
H 4.68819 8.24703 -4.23678

Results
- E_LUMO (eV) = -1.322
- strongest force on any atom (eV/A) = 1.21
- SMILES = CCCCCCCCCCCCCCCCN1C(=O)c2c(Cl)cc(P(O)(O)=S)c(N)c2C1=O.NC(N)=O.NC(N)=O.NC(N)=O.NC(N)=O.NC(N)=O

=====

No. 2
Computed, not measured: C2H4OP2 in the gas phase, with ωB97M-V/def2-TZVPD.

Atoms and positions in Å:
C -1.47735 1.77500 0.50539
C -1.17744 0.81493 -0.20541
P -1.01338 -0.64116 -1.33512
P 0.74710 -1.62510 -0.51636
O 0.26673 -1.47367 1.09354
H -1.26706 2.57752 1.12550
H -0.02338 -0.10807 -2.41694
H 1.66537 -0.55326 -0.68151
H 0.77449 -1.80223 1.77999

Results
- E_LUMO (eV) = 0.470
- strongest force on any atom (eV/A) = 3.93
- SMILES = C#C[PH]#[PH]O

=====

No. 3
Computed, not measured: a molecular structure, C6H10Cl4CrNO3, with ωB97M-V/def2-TZVPD.

Atoms and positions in Å:
Cr -0.78510 14.26087 -5.76332
Cl -2.68008 12.52379 -5.64772
C -2.34981 11.22974 -2.37517
C -2.03748 11.64180 -1.07236
N -1.69385 12.01373 -0.04002
H -3.18169 11.80599 -2.78018
H -2.55797 10.18046 -2.58441
H -1.51569 11.55197 -2.99846
C -4.47226 14.67498 -3.13196
O -3.66068 15.75356 -2.61738
C -2.49145 16.03330 -3.23712
O -2.04340 15.45313 -4.28520
O -1.83812 16.95640 -2.56831
C -0.66305 17.58891 -3.16764
H -5.25440 14.95337 -3.83826
H -4.97347 14.20890 -2.28363
H -3.82693 13.85152 -3.43782
H 0.08710 16.81082 -3.30885
H -0.20504 18.37628 -2.56898
H -0.80290 17.90956 -4.19999
C -3.56864 8.80851 -5.22903
Cl -2.65644 7.70893 -4.18885
Cl -5.06451 9.46848 -4.42022
Cl -3.99787 8.03097 -6.75696
H -2.84477 9.60950 -5.37906

Results
- E_LUMO (spin up / spin down) (eV) = -7.708 / -6.488
- strongest force on any atom (eV/A) = 3.85
- multiplicity = 5
- charge = +1
- ⟨S²⟩ = 6.0958